1.
Formula: C33H16N8OPd
Source: OMol25
Level of theory: ωB97M-V/def2-TZVPD

```
59
C33H16N8OPd, DFT ωB97M-V/def2-TZVPD
Pd 0.110 0.091 0.274
C -1.205 3.819 -5.001
C -2.477 3.250 -4.904
C -2.819 2.450 -3.819
C -1.868 2.249 -2.834
C -1.886 1.457 -1.583
N -2.839 0.644 -1.310
C -2.835 -0.178 -0.198
C -3.987 -0.783 0.333
C -5.354 -0.737 -0.015
C -6.252 -1.453 0.732
C -5.828 -2.229 1.851
C -4.507 -2.285 2.210
C -3.563 -1.565 1.450
C -2.168 -1.404 1.545
N -1.382 -1.982 2.523
C -0.170 -1.619 2.738
N 0.590 -0.658 2.104
C 1.880 -0.683 2.589
N 2.916 -0.025 2.212
C 2.874 0.888 1.175
N 1.873 1.054 0.269
C 2.170 2.085 -0.574
N 1.419 2.559 -1.633
C 0.154 2.373 -1.739
N -0.710 1.699 -0.895
C -0.604 2.814 -2.931
C -0.250 3.599 -4.015
C 3.434 2.590 -0.221
C 4.236 3.632 -0.734
C 5.445 3.890 -0.142
C 5.892 3.132 0.979
C 5.127 2.119 1.498
C 3.884 1.829 0.900
C 1.926 -1.655 3.702
C 2.946 -2.024 4.560
C 2.673 -2.992 5.521
C 1.406 -3.572 5.612
C 0.386 -3.195 4.745
C 0.665 -2.231 3.793
N -1.760 -0.584 0.538
H -0.961 4.434 -5.860
H -3.203 3.431 -5.689
H -3.795 1.988 -3.737
H -5.674 -0.142 -0.863
H -7.306 -1.431 0.475
H -6.568 -2.779 2.423
H -4.179 -2.870 3.062
H 0.747 4.017 -4.078
H 3.889 4.208 -1.585
H 6.076 4.685 -0.527
H 6.853 3.367 1.426
H 5.463 1.544 2.354
H 3.923 -1.566 4.472
H 3.452 -3.303 6.208
H 1.219 -4.326 6.369
H -0.602 -3.636 4.800
O 0.239 -1.147 -2.868
C 0.330 -0.765 -1.808
```

Values from the calculation:
- Calculated total energy: -51932.6231 eV
- HOMO energy: 0.05 eV
- Multiplicity: 1
- Net charge: -2
- LUMO level: 4.718 eV
- Orbital gap: 0.172 Ha



2.
Formula: C33H20Br2Cl5N2O2S3Y
Source: OMol25
Level of theory: ωB97M-V/def2-TZVPD

```
68
C33H20Br2Cl5N2O2S3Y, DFT ωB97M-V/def2-TZVPD
Y 1.136 -0.576 -1.416
O -1.768 -3.049 1.180
C -2.925 -2.395 1.016
C -4.094 -2.983 1.503
C -5.316 -2.349 1.361
C -5.404 -1.120 0.717
C -4.239 -0.543 0.226
C -2.997 -1.146 0.376
C -1.759 -0.438 -0.151
O -0.625 -1.179 -0.133
N -1.555 0.782 0.728
N -0.323 1.069 1.060
C -0.072 1.886 2.013
C 1.297 2.184 2.415
Br 2.626 0.955 1.859
C 1.696 3.199 3.181
C 0.850 4.332 3.604
C 1.070 4.923 4.850
C 0.314 6.005 5.274
C -0.675 6.527 4.450
C -0.885 5.965 3.198
C -0.127 4.882 2.776
H -1.086 -2.516 0.674
H -4.012 -3.948 1.986
H -6.211 -2.824 1.745
H -6.359 -0.629 0.585
H -4.290 0.401 -0.308
H -1.984 -0.067 -1.160
H -2.311 1.075 1.340
H -0.871 2.378 2.573
H 2.722 3.207 3.528
H 1.844 4.519 5.492
H 0.501 6.443 6.247
H -1.265 7.375 4.775
H -1.631 6.381 2.533
H -0.264 4.481 1.778
S 0.617 1.314 -6.043
C 0.732 0.510 -4.570
S -0.387 0.886 -3.267
S 1.993 -0.608 -4.187
Br 2.563 -2.839 0.331
C 1.656 -4.337 -0.435
C 1.953 -5.546 0.113
C 1.273 -6.692 -0.364
C 0.318 -6.555 -1.326
C 0.001 -5.285 -1.879
C -1.031 -5.149 -2.832
C -1.316 -3.911 -3.338
C -0.566 -2.778 -2.957
C 0.476 -2.822 -2.044
C 0.711 -4.112 -1.476
H 2.682 -5.624 0.907
H 1.504 -7.664 0.056
H -0.230 -7.421 -1.681
H -1.586 -6.030 -3.138
H -2.117 -3.794 -4.060
H -0.818 -1.835 -3.436
Cl 0.854 3.349 -1.046
C 2.316 2.694 -1.770
C 2.629 1.359 -1.570
C 3.873 1.005 -2.054
Cl 4.391 -0.655 -1.728
C 4.740 1.843 -2.742
Cl 6.290 1.285 -3.294
C 4.341 3.150 -2.980
Cl 5.373 4.233 -3.853
C 3.118 3.587 -2.480
Cl 2.639 5.234 -2.735
```

Values from the calculation:
- Calculated total energy: -277870.3820 eV
- HOMO energy: -1.54 eV
- Multiplicity: 1
- Net charge: -2
- LUMO level: 3.759 eV
- Energy relative to the best compared isomer or geometry (same formula, charge and spin): 88.1 kJ/mol
- Orbital gap: 0.195 Ha